Entry a
C42H56N5NiOP3S3 as an isolated structure. Source: OMol25; level of theory: ωB97M-V/def2-TZVPD.

Properties
<S²>: 2.009

The geometry in ORCA input format:
```
! wB97M-V def2-TZVPD RIJCOSX def2/J DEFGRID3
* xyz 0 3
Ni 0.0864 0.1425 0.6305
S -0.2831 -3.3718 0.3128
P 1.2976 -2.5448 -0.6067
C 1.5258 -0.9519 -0.1068
P 2.6617 0.2826 -0.3353
S 1.6741 1.9714 0.1680
C 3.3778 0.4651 -2.0077
C 2.7816 1.3141 -2.9378
C 3.2489 1.3651 -4.2461
C 4.3216 0.5723 -4.6364
C 4.9367 -0.2605 -3.7108
C 4.4700 -0.3082 -2.4028
C 4.1544 0.0701 0.6964
C 4.1775 -0.9573 1.6318
C 5.2789 -1.1350 2.4644
C 6.3678 -0.2793 2.3649
C 6.3530 0.7520 1.4299
C 5.2536 0.9246 0.5998
C 2.7645 -3.6245 -0.3553
C 2.7972 -4.5851 0.6508
C 3.9573 -5.3069 0.9121
C 5.1003 -5.0891 0.1518
C 5.0656 -4.1670 -0.8855
C 3.9039 -3.4474 -1.1384
C 1.1109 -2.7192 -2.4162
C 1.1724 -1.6156 -3.2558
C 1.0166 -1.7587 -4.6335
C 0.7851 -3.0141 -5.1770
C 0.7204 -4.1283 -4.3417
C 0.8880 -3.9809 -2.9730
H 1.9490 1.9325 -2.6239
H 2.7755 2.0302 -4.9603
H 4.6855 0.6121 -5.6576
H 5.7843 -0.8704 -4.0037
H 4.9675 -0.9453 -1.6809
H 3.3228 -1.6173 1.6848
H 5.2875 -1.9487 3.1856
H 7.2306 -0.4154 3.0102
H 7.2009 1.4227 1.3473
H 5.2493 1.7320 -0.1249
H 1.8834 -4.7874 1.1956
H 3.9636 -6.0532 1.7010
H 6.0059 -5.6516 0.3503
H 5.9419 -4.0093 -1.5042
H 3.8834 -2.7472 -1.9649
H 1.3523 -0.6397 -2.8276
H 1.0787 -0.8852 -5.2762
H 0.6567 -3.1300 -6.2488
H 0.5416 -5.1134 -4.7602
H 0.8359 -4.8503 -2.3257
C 0.7507 -4.3100 4.2218
C 1.5768 -3.0951 3.8231
N 0.7588 -1.9893 3.3231
C 0.6620 -0.7784 3.8439
S 0.0190 0.5498 3.0020
N 1.1194 -0.5432 5.1118
C 0.7362 -1.3153 6.3036
C 1.8790 -1.3898 7.2983
H 1.4009 -5.1034 4.6091
H 0.2148 -4.6992 3.3495
H 0.0053 -4.0673 4.9841
H 2.2538 -3.3762 3.0191
H 2.2095 -2.7265 4.6276
H 0.4103 -2.0888 2.3704
H 1.1449 0.4483 5.2820
H 0.4251 -2.3069 6.0033
H -0.1384 -0.8483 6.7617
H 2.7263 -1.9357 6.8759
H 1.5614 -1.8907 8.2161
H 2.2292 -0.3885 7.5653
O -1.6439 1.2782 0.4888
P -2.9213 0.4757 0.4178
N -4.0913 1.5084 -0.0927
C -3.9840 2.9870 0.0198
C -5.4375 3.4364 0.1843
C -6.2374 2.3526 -0.5466
C -5.4942 1.0716 -0.1813
N -2.7247 -0.8100 -0.5657
C -2.1383 -0.5599 -1.9178
C -2.5723 -1.7779 -2.7299
C -3.9176 -2.1563 -2.1070
C -3.6395 -1.9808 -0.6195
N -3.5007 -0.1876 1.8072
C -3.8777 0.7592 2.8854
C -4.1883 -0.1645 4.0526
C -3.1267 -1.2600 3.9137
C -2.9831 -1.4576 2.4028
H -3.5350 3.4053 -0.8823
H -3.3531 3.2754 0.8584
H -5.6037 4.4347 -0.2222
H -5.7116 3.4569 1.2430
H -6.1922 2.5157 -1.6264
H -7.2870 2.3144 -0.2534
H -5.6141 0.2892 -0.9323
H -5.8452 0.6698 0.7765
H -1.0603 -0.4676 -1.8547
H -2.5404 0.3659 -2.3389
H -1.8533 -2.5871 -2.5804
H -2.6248 -1.5569 -3.7953
H -4.2381 -3.1707 -2.3484
H -4.6977 -1.4608 -2.4358
H -3.1125 -2.8535 -0.2306
H -4.5328 -1.8112 -0.0182
H -4.7318 1.3676 2.5831
H -3.0464 1.4241 3.1321
H -5.1889 -0.5877 3.9321
H -4.1514 0.3555 5.0083
H -3.4082 -2.1867 4.4129
H -2.1814 -0.9165 4.3308
H -3.5874 -2.2953 2.0561
H -1.9632 -1.6630 2.1053
*
```

Entry b
C42H56N5NiOP3S3 as an isolated structure. Source: OMol25; level of theory: ωB97M-V/def2-TZVPD.

Properties
<S²>: 2.018

The geometry in ORCA input format:
```
! wB97M-V def2-TZVPD RIJCOSX def2/J DEFGRID3
* xyz 0 3
Ni -0.5855 0.2377 -1.1702
S -0.4591 2.2816 -2.2928
P -2.2308 1.4198 -0.2846
C -0.6684 2.2915 -0.5313
P 0.8369 2.7742 0.3213
S 2.4848 2.5305 -0.7007
C 0.9944 2.0472 1.9935
C 2.2267 1.5191 2.3714
C 2.4129 1.0213 3.6525
C 1.3679 1.0328 4.5657
C 0.1302 1.5289 4.1851
C -0.0541 2.0397 2.9087
C 0.5640 4.5659 0.6073
C 0.1955 5.1334 1.8226
C 0.0496 6.5103 1.9292
C 0.2684 7.3268 0.8314
C 0.6079 6.7620 -0.3911
C 0.7531 5.3892 -0.5035
C -3.4815 2.4710 -1.1050
C -3.3748 3.8478 -1.2502
C -4.4738 4.5782 -1.6771
C -5.6681 3.9384 -1.9800
C -5.7602 2.5576 -1.8884
C -4.6688 1.8260 -1.4447
C -2.8661 1.6201 1.4197
C -3.2697 2.8421 1.9557
C -3.8344 2.8883 3.2197
C -4.0098 1.7211 3.9540
C -3.6152 0.5025 3.4238
C -3.0484 0.4531 2.1576
H 3.0382 1.5161 1.6550
H 3.3771 0.6191 3.9401
H 1.5180 0.6505 5.5681
H -0.6980 1.5278 4.8832
H -1.0147 2.4390 2.6309
H 0.0362 4.5101 2.6919
H -0.2240 6.9457 2.8824
H 0.1811 8.4017 0.9263
H 0.7737 7.3887 -1.2582
H 1.0291 4.9422 -1.4505
H -2.4354 4.3444 -1.0314
H -4.3980 5.6549 -1.7644
H -6.5261 4.5195 -2.2939
H -6.6794 2.0512 -2.1550
H -4.7260 0.7472 -1.3481
H -3.1326 3.7535 1.3883
H -4.1486 3.8380 3.6344
H -4.4584 1.7657 4.9384
H -3.7549 -0.4085 3.9937
H -2.7342 -0.4870 1.7167
C 3.1365 -3.4499 -4.8970
C 1.9585 -2.6078 -5.3765
N 0.9995 -2.3470 -4.3122
C 0.5514 -1.1893 -3.7844
S -0.9777 -1.2253 -3.0184
N 1.2397 -0.0581 -3.7877
C 2.5702 0.2527 -4.2783
C 2.5377 0.8752 -5.6736
H 3.7847 -3.6858 -5.7418
H 2.7867 -4.3867 -4.4620
H 3.7224 -2.9161 -4.1477
H 1.4386 -3.1463 -6.1730
H 2.3087 -1.6705 -5.7980
H 0.3569 -3.1009 -4.1310
H 0.7477 0.7191 -3.3358
H 3.1903 -0.6454 -4.2618
H 3.0001 0.9639 -3.5705
H 1.9578 0.2619 -6.3639
H 3.5498 0.9815 -6.0653
H 2.0731 1.8596 -5.6321
O -0.5637 -1.2535 0.2649
P 0.4122 -2.3144 0.6444
N 0.2069 -3.6794 -0.2822
C -1.0914 -4.0784 -0.8349
C -1.3426 -5.4682 -0.2602
C 0.0640 -6.0769 -0.2248
C 1.0052 -4.8800 0.0009
N 1.9566 -1.7665 0.4698
C 2.2787 -1.3122 -0.9000
C 3.8001 -1.3659 -0.9695
C 4.1460 -2.5104 -0.0128
C 3.1637 -2.2692 1.1298
N 0.3628 -2.8474 2.2264
C -0.9322 -3.4383 2.6317
C -1.2647 -2.8241 4.0008
C -0.4425 -1.5332 4.0276
C 0.8268 -1.9447 3.2928
H -1.0238 -4.1320 -1.9225
H -1.8548 -3.3412 -0.5975
H -2.0258 -6.0453 -0.8821
H -1.7646 -5.3974 0.7434
H 0.2853 -6.5462 -1.1845
H 0.1706 -6.8284 0.5557
H 1.8659 -4.9289 -0.6738
H 1.3809 -4.8405 1.0264
H 1.8995 -0.3010 -1.0809
H 1.8312 -1.9915 -1.6376
H 4.2211 -0.4270 -0.6040
H 4.1602 -1.5269 -1.9851
H 5.1824 -2.4970 0.3226
H 3.9459 -3.4747 -0.4880
H 3.5586 -1.4866 1.7892
H 2.9511 -3.1520 1.7335
H -0.8467 -4.5265 2.6936
H -1.7098 -3.1929 1.9013
H -0.9346 -3.4909 4.7993
H -2.3348 -2.6533 4.1118
H -0.2378 -1.1730 5.0351
H -0.9488 -0.7464 3.4664
H 1.4947 -2.5029 3.9590
H 1.3688 -1.0974 2.8775
*
```

Verdict on stability: entry a comes out on top.

Entry a
One molecule with the formula C4H8ClN. Source: OMol25; level of theory: ωB97M-V/def2-TZVPD.

The geometry in ORCA input format:
```
! wB97M-V def2-TZVPD RIJCOSX def2/J DEFGRID3
* xyz 0 1
C 0.3753 -0.0859 -0.6569
C -0.1701 1.1077 0.1050
C -0.5150 0.1435 1.2749
C 0.5145 -0.8586 0.7009
H -0.8727 0.0754 -2.1263
H 0.3024 -1.1302 -2.3038
H 1.4068 0.1682 -1.0524
H -1.0367 1.5836 -0.2775
H 0.5804 1.8889 0.2208
H -1.5025 -0.2972 1.0446
H 1.5056 -0.7692 1.1535
H 0.2963 -1.8961 0.6128
N -0.3773 -0.7081 -1.6492
Cl -0.5070 0.7780 2.9537
*
```

Entry b
One molecule with the formula C4H8ClN. Source: OMol25; level of theory: ωB97M-V/def2-TZVPD.

The geometry in ORCA input format:
```
! wB97M-V def2-TZVPD RIJCOSX def2/J DEFGRID3
* xyz 0 1
C 1.7540 0.6938 0.4319
C 0.4532 0.6422 -0.4727
C -0.4883 -0.4514 -0.4572
C -1.2428 -0.8146 0.6545
H 1.4584 0.9195 1.4937
H 2.3488 1.5603 0.3108
H -0.1112 1.4678 -0.2296
H 0.6852 0.6549 -1.5264
H -0.2977 -1.2270 -1.2236
H -1.6188 -1.7650 0.8526
H -1.3241 -0.2602 1.5105
H -2.4142 -0.7369 -0.7322
N -1.9256 0.0363 -0.4186
Cl 2.7231 -0.7197 -0.1937
*
```

Entry c
A 2-piece molecular cluster, C4H8ClN overall. Source: OMol25; level of theory: ωB97M-V/def2-TZVPD.

The geometry in ORCA input format:
```
! wB97M-V def2-TZVPD RIJCOSX def2/J DEFGRID3
* xyz 0 1
C -0.3617 0.9292 1.0963
C 0.1047 0.9103 -0.3567
C -0.9709 0.0256 0.1154
C 1.4699 0.3544 -0.6677
N -0.3800 -2.1285 0.1432
Cl -2.5964 0.0111 -0.3870
H 0.3092 0.5240 1.8361
H -0.9698 1.7532 1.4499
H -0.1997 1.7335 -0.9969
H 1.6813 -0.4780 -0.0049
H 2.2265 1.1254 -0.5426
H 1.5059 -0.0086 -1.6913
H -1.1006 -2.4200 0.7987
H -0.7183 -2.3315 -0.7924
*
```

Verdict on stability: entry a comes out on top.

Entry a
One molecule with the formula C4H6O3S. Source: OMol25; level of theory: ωB97M-V/def2-TZVPD.

The geometry in ORCA input format:
```
! wB97M-V def2-TZVPD RIJCOSX def2/J DEFGRID3
* xyz 0 1
C 1.5881 0.6366 -0.5490
C 0.2677 0.6736 0.1671
C -0.5611 -0.4419 0.7934
C -2.0921 -0.5002 0.7083
H 2.4402 0.0202 -2.1642
H 2.3976 0.0738 0.0298
H 2.0940 1.6582 -0.4454
H -0.4126 1.5133 -0.1407
H -0.0974 -1.4263 1.0315
H -1.6159 -2.1324 -0.3034
O 1.3972 0.4025 -1.8594
O 0.0823 0.4768 1.5222
O -2.4496 -1.5949 -0.0871
S -3.0384 0.6408 1.2968
*
```

Entry b
A 2-piece molecular cluster, C4H6O3S overall. Source: OMol25; level of theory: ωB97M-V/def2-TZVPD.

The geometry in ORCA input format:
```
! wB97M-V def2-TZVPD RIJCOSX def2/J DEFGRID3
* xyz 0 1
C 1.3838 0.7271 0.0570
C -1.1964 0.1334 0.4809
C 1.7706 1.8967 -0.6657
C -2.3622 -1.8417 0.0499
O -1.7262 1.0551 1.0574
O 3.4397 -0.5198 0.6769
O -1.2488 -1.0048 -0.1066
S 1.9633 -0.6914 0.6383
H 1.0697 2.6563 -0.6048
H 2.8374 2.2601 -0.4331
H 1.8031 1.5919 -1.6073
H -1.9302 -2.7969 -0.1512
H -3.2035 -1.6631 -0.5699
H -2.6003 -1.8030 1.1782
*
```

Verdict on stability: entry a comes out on top.